Entry from the OMol25 dataset: a cluster of 3 separate species, C2H9NO4 in total at a distorted geometry (ωB97M-V/def2-TZVPD).

Values from the calculation:
Energy relative to the best compared isomer or geometry (same formula, charge and spin) ... 3.8 kcal per mole
SMILES string ... NCC(=O)O.O.O
HOMO energy ... -9.31 eV
Kohn-Sham gap ... 9.62 eV
Calculated total energy ... -437.3414 Ha

Structure (XYZ):
```
16
Properties=species:S:1:pos:R:3:forces:R:3:mulliken_charge:R:1
N 0.1532 0.9831 -2.1076 0.1 1.0 0.8 -0.598
C 0.0351 1.7068 -0.8278 0.2 -0.7 -0.6 -0.557
C 0.1214 0.7692 0.3562 0.3 -0.4 -0.2 0.708
O 0.6861 -0.3070 0.2671 -0.2 0.0 0.2 -0.655
O -0.3769 1.2224 1.4895 0.2 0.3 0.2 -0.458
H 0.6775 0.1430 -1.9096 -0.1 -0.3 -0.4 0.291
H -0.7801 0.7469 -2.4106 0.1 -0.4 -0.1 0.274
H -0.8724 2.2899 -0.8371 -0.2 0.3 0.3 0.374
H 0.8848 2.3762 -0.6850 0.0 0.2 -0.1 0.217
H -0.1470 0.5755 2.2029 -0.4 0.0 -0.2 0.425
O 0.1380 -2.1749 -2.0830 0.3 -0.6 0.4 -0.639
H -0.0095 -1.9866 -1.1435 0.1 0.2 -0.2 0.318
H 0.8229 -2.8649 -2.0507 -0.3 0.4 -0.2 0.314
O -0.3130 -0.8070 3.2682 -0.2 -0.1 0.3 -0.674
H 0.1496 -1.5529 2.8664 -0.2 0.0 0.0 0.339
H -1.1697 -1.1198 3.6046 0.5 0.0 -0.3 0.322
```
Forces are in eV/Å.

---

Entry from the OMol25 dataset: a cluster of 2 separate species, C3H2N2O2 in total at a distorted geometry (ωB97M-V/def2-TZVPD).

Values from the calculation:
Energy relative to the best compared isomer or geometry (same formula, charge and spin) ... 90.3 kcal per mole
HOMO energy ... -9.67 eV
Kohn-Sham gap ... 9.63 eV
Calculated total energy ... -375.3676 Ha

Structure (XYZ):
```
9
Properties=species:S:1:pos:R:3:forces:R:3:mulliken_charge:R:1
C -2.3249 1.0529 0.2905 -0.2 -3.0 1.7 0.420
C 1.6024 0.8472 0.0541 0.5 1.9 -0.1 0.644
C 1.2919 -0.5378 0.1229 0.0 -1.3 -0.1 -0.379
N -2.4981 -0.0130 0.7539 -0.5 -0.9 -0.1 -0.301
N 2.3433 -0.0731 -0.5884 1.4 -3.0 -1.4 -0.102
O -2.1896 2.0519 -0.2210 0.5 4.0 -2.0 -0.388
O 1.6277 2.0130 0.1666 -0.7 1.5 0.7 -0.449
H -2.4622 -0.7866 1.3603 0.2 -0.1 0.3 0.273
H 3.0743 -0.5554 -1.1962 -1.1 0.9 1.0 0.281
```
Forces are in eV/Å.

---

Entry from the OMol25 dataset: a cluster of 2 separate species, C4H12N2O2 in total at a distorted geometry (ωB97M-V/def2-TZVPD).

Values from the calculation:
Energy relative to the best compared isomer or geometry (same formula, charge and spin) ... 61.8 kcal per mole
SMILES string ... C[C@@H](N)CNC=O.O
HOMO energy ... -9.50 eV
Kohn-Sham gap ... 10.28 eV
Calculated total energy ... -419.5500 Ha

Structure (XYZ):
```
20
Properties=species:S:1:pos:R:3:forces:R:3:mulliken_charge:R:1
C 1.6466 -0.3704 -0.6826 -0.8 -1.5 -2.5 -1.229
C 1.7611 -0.2790 0.7707 -0.7 0.4 3.3 0.462
N 2.8488 0.6053 1.2465 -0.3 -0.9 0.0 -0.647
C 0.4434 0.3551 1.4457 -0.1 -3.0 0.3 -0.914
N -0.6756 -0.7268 1.3226 1.1 3.3 2.1 -0.139
C -1.6546 -0.7163 2.3302 3.5 0.7 -0.5 0.017
O -1.5701 0.1378 3.2075 -1.3 -1.1 -0.9 -0.554
H 1.2961 0.5941 -1.0028 0.1 0.4 -0.9 0.309
H 2.5412 -0.7335 -1.2446 -0.2 0.7 0.7 0.349
H 0.8899 -1.1501 -1.0412 0.6 1.0 0.7 0.320
H 1.8889 -1.3471 1.1636 -0.1 1.4 0.1 0.177
H 2.5319 1.5002 1.5905 -0.1 -0.1 -0.1 0.224
H 3.5419 0.7400 0.5417 0.5 0.2 -0.4 0.229
H 0.5980 0.8107 2.4538 0.1 -1.7 -0.1 0.400
H 0.0637 1.2315 1.0251 -0.3 1.3 -1.9 0.427
H -0.3399 -1.4128 0.6869 -0.9 -1.1 -0.1 0.218
H -2.2725 -1.5970 2.2594 -1.0 -0.1 0.3 0.352
O -4.4246 0.5856 -5.6055 0.4 -3.4 -1.4 -0.621
H -4.7552 0.2846 -4.7802 -0.4 0.3 1.1 0.316
H -4.3592 1.4880 -5.6873 0.0 3.1 0.3 0.305
```
Forces are in eV/Å.

---

Entry from the OMol25 dataset: a structure of composition C22H43AlIO14S4 at a distorted geometry (ωB97M-V/def2-TZVPD).

Values from the calculation:
Charge ... -1
HOMO energy ... -5.06 eV
Kohn-Sham gap ... 6.47 eV
Calculated total energy ... -4050.2429 Ha

Structure (XYZ):
```
85
Properties=species:S:1:pos:R:3:forces:R:3:mulliken_charge:R:1
O 8.8301 0.2785 1.4780 1.1 0.8 -1.1 -0.449
C 8.8180 1.3075 0.8784 -3.5 0.0 1.0 0.112
I 10.6014 2.1091 -0.1305 0.4 0.0 0.0 -0.192
C 7.5076 2.1660 0.7341 1.2 0.0 -0.3 -0.419
Al 6.4003 2.1820 2.5052 0.2 -0.7 0.2 0.269
C 4.5718 1.3796 2.0353 -1.6 0.9 -0.5 -0.747
C 3.3791 2.4326 2.0200 0.5 -1.1 -0.5 0.109
O 3.5008 3.5848 2.3850 -0.7 -0.7 -0.5 -0.526
C 2.0042 1.8608 1.4618 -1.2 -0.5 -0.2 0.660
C 1.3235 2.3958 0.2739 -1.2 -2.6 1.8 -0.111
C 0.0610 1.7243 -0.1528 1.1 -0.8 1.5 -0.406
C -0.4853 0.5656 0.5675 2.1 0.3 1.7 -0.337
C 0.2229 0.0249 1.8169 1.3 2.9 -2.0 -0.479
C 1.4580 0.7005 2.2192 -1.3 0.5 -1.8 -0.601
H 6.8769 1.6639 -0.0560 0.7 0.5 0.7 0.229
H 7.7199 3.2323 0.4616 0.0 -1.1 -0.2 0.306
H 7.1291 1.1197 3.4790 0.0 0.0 0.1 -0.293
H 6.3591 3.6139 3.1964 0.0 0.3 -0.1 -0.268
H 4.5930 0.9749 0.9725 -0.2 0.1 1.2 0.352
H 4.2261 0.5562 2.7238 0.5 0.6 -0.8 0.312
H 1.7390 3.2538 -0.3004 -0.4 -0.8 0.6 0.171
H -0.4546 2.1076 -1.0734 0.5 -0.5 1.1 0.331
H -1.4165 0.0320 0.2384 1.1 0.8 0.3 0.384
H -0.1001 -0.8483 2.4316 -0.1 0.9 -0.9 0.347
H 2.0176 0.3287 3.1190 -0.6 0.5 -1.1 0.226
O -2.1531 4.8111 -0.7762 -0.3 -0.4 -0.1 -0.684
S -2.9191 4.3341 0.3391 0.0 0.4 0.6 1.275
O -3.0579 2.9366 0.6189 0.0 0.2 -0.4 -0.540
O -4.3857 5.0004 0.2889 0.4 0.1 0.2 -0.307
C -5.1463 4.8741 -0.9149 -0.5 -0.3 -0.6 -0.327
C -5.7797 3.5007 -1.0363 0.2 -0.3 0.0 -0.960
C -2.3570 5.1472 1.8023 -0.1 0.1 0.1 -0.971
H -4.5289 5.1031 -1.7873 0.1 0.0 0.1 0.310
H -5.9322 5.6298 -0.8688 0.2 0.1 0.2 0.284
H -5.0208 2.7303 -1.1824 0.0 0.0 0.0 0.268
H -6.4641 3.4676 -1.8865 0.0 0.1 0.0 0.387
H -6.3283 3.2464 -0.1273 0.0 0.1 -0.1 0.255
H -2.3070 6.2177 1.6136 0.0 -0.1 0.0 0.332
H -1.3659 4.7597 2.0381 0.0 -0.1 -0.1 0.357
H -3.0470 4.9268 2.6147 0.0 0.0 -0.1 0.328
O 5.7870 4.3861 -2.9119 0.1 0.3 0.2 -0.631
S 5.5205 5.7936 -2.9313 -0.6 0.1 -0.1 1.297
O 6.3019 6.7202 -2.1679 0.0 -0.3 -0.1 -0.616
O 3.9656 6.0354 -2.6099 0.5 0.0 -0.6 -0.275
C 3.4137 5.4531 -1.4199 -0.3 -0.2 1.0 -0.348
C 3.7759 6.2494 -0.1823 0.3 0.1 0.1 -1.034
C 5.4798 6.3422 -4.6115 -0.1 0.1 -0.1 -0.961
H 3.7234 4.4094 -1.3218 0.1 0.1 -0.2 0.372
H 2.3292 5.4573 -1.5456 0.1 0.1 -0.3 0.246
H 4.8445 6.1840 0.0279 -0.1 -0.1 0.0 0.293
H 3.2370 5.8714 0.6885 0.0 -0.1 -0.1 0.365
H 3.5371 7.3068 -0.3186 -0.1 -0.1 0.0 0.318
H 4.8391 5.6749 -5.1845 0.0 0.0 0.1 0.303
H 6.4977 6.3091 -4.9973 0.0 0.0 0.1 0.367
H 5.1030 7.3630 -4.6396 0.0 -0.1 0.0 0.312
O -2.4440 -2.3306 1.1866 0.0 -0.3 0.4 -0.602
S -3.3684 -2.7151 2.2166 -0.6 0.0 -0.2 1.327
O -2.9769 -2.7763 3.5938 0.3 0.1 -0.3 -0.643
O -4.0705 -4.1058 1.8226 -0.1 0.7 0.0 -0.332
C -3.2322 -5.2230 1.4947 0.5 -0.8 0.0 0.000
C -2.6624 -5.8771 2.7386 0.2 0.2 0.2 -1.064
C -4.8104 -1.7020 2.0882 -0.1 0.0 0.0 -1.006
H -2.4382 -4.9225 0.8073 -0.1 0.2 0.0 0.326
H -3.8588 -5.9419 0.9678 -0.1 0.3 0.0 -0.021
H -1.9519 -5.2170 3.2389 0.0 0.0 0.0 0.318
H -2.1424 -6.8015 2.4809 -0.1 0.0 -0.1 0.374
H -3.4550 -6.1017 3.4552 0.0 0.0 -0.1 0.296
H -5.1479 -1.6989 1.0537 0.1 0.0 0.0 0.300
H -4.5376 -0.6936 2.3977 0.1 -0.1 0.0 0.390
H -5.5797 -2.0996 2.7476 0.1 0.0 0.0 0.340
O -3.0686 -7.5415 -0.8095 0.0 -0.4 0.1 -0.599
S -4.0320 -8.4340 -1.3870 -0.3 0.1 -0.8 1.233
O -4.5499 -9.5552 -0.6604 0.3 0.3 0.1 -0.632
O -3.4835 -8.9434 -2.8082 -0.4 0.4 0.3 -0.279
C -2.1780 -9.5309 -2.8630 0.8 -0.6 0.0 -0.324
C -2.1873 -10.9647 -2.3678 -0.1 -0.1 0.3 -0.980
C -5.3890 -7.4860 -2.0047 0.0 0.0 -0.1 -1.000
H -1.4588 -8.9250 -2.3066 -0.2 0.1 0.0 0.311
H -1.8718 -9.5138 -3.9098 -0.3 0.2 0.0 0.274
H -2.3953 -11.0090 -1.2975 0.0 0.0 -0.1 0.288
H -1.2195 -11.4375 -2.5444 0.0 0.1 -0.1 0.390
H -2.9636 -11.5430 -2.8724 0.1 0.0 -0.1 0.263
H -5.0012 -6.6663 -2.6063 0.0 -0.1 0.0 0.316
H -5.9402 -7.0967 -1.1495 0.1 -0.1 0.0 0.379
H -6.0305 -8.1349 -2.5979 0.1 0.0 0.1 0.366
```
Forces are in eV/Å.

---

Entry from the OMol25 dataset: a structure of composition C24H43LuNO2P2 at a distorted geometry (ωB97M-V/def2-TZVPD).

Values from the calculation:
Energy relative to the best compared isomer or geometry (same formula, charge and spin) ... 101.0 kcal per mole
Charge ... +1
HOMO energy ... -9.66 eV
Kohn-Sham gap ... 5.23 eV
Calculated total energy ... -3063.2802 Ha

Structure (XYZ):
```
73
Properties=species:S:1:pos:R:3:forces:R:3:mulliken_charge:R:1
Lu 0.7071 0.5164 1.4789 -2.6 0.6 0.8 1.450
C -2.7712 1.0152 2.6534 0.7 -0.8 0.1 -0.607
C -1.9453 -0.1110 2.3670 0.1 1.1 -0.3 1.211
C -1.5526 0.5359 4.5444 -0.3 1.0 -0.7 -0.216
C -2.4334 1.4560 3.9497 0.4 -1.4 0.5 0.884
C -1.2113 -0.4293 3.5644 1.0 0.7 -1.3 1.025
C -3.8647 1.5793 1.8279 -0.3 0.5 -0.7 -1.492
H -4.1882 0.8935 1.0332 0.1 0.1 0.2 0.309
H -3.5019 2.4792 1.3087 -0.2 0.1 0.0 0.251
H -4.7766 1.8814 2.3868 0.7 -0.3 -0.1 0.400
C -3.0316 2.6042 4.6333 -0.2 0.6 0.2 -1.878
H -3.0837 3.4486 3.9418 -0.2 0.1 0.2 0.370
H -2.4203 2.8946 5.4912 -0.3 0.1 -0.1 0.458
H -4.0443 2.3500 4.9680 0.1 0.3 0.1 0.332
C -1.0787 0.5116 5.9468 0.5 -0.1 0.7 -1.614
H -1.6128 1.1780 6.6365 0.0 -0.2 -0.4 0.431
H -0.0213 0.8069 5.9996 -0.1 -0.1 0.1 0.273
H -1.1470 -0.5077 6.3569 0.0 0.3 0.0 0.353
C -0.7239 -1.7931 3.8353 0.2 -0.8 0.4 -1.761
H -1.5450 -2.4627 4.1639 0.3 0.2 -0.1 0.286
H 0.0218 -1.7582 4.6339 0.0 -0.3 -0.1 0.525
H -0.2820 -2.2503 2.9407 0.0 -0.2 0.2 0.335
C -2.0983 -1.0394 1.2222 -0.5 -0.8 -0.3 -0.451
H -2.5473 -1.9888 1.5730 0.3 0.1 -0.3 0.416
H -1.1331 -1.3228 0.7146 -0.5 0.0 0.1 0.145
H -2.7826 -0.6201 0.4620 0.5 -0.2 0.2 -0.259
C -2.6118 1.0350 -2.8880 0.8 0.8 0.2 -0.857
C -3.5434 0.1616 -2.5190 -1.0 -0.1 0.1 -0.441
C -3.4535 -1.3423 -2.6637 0.4 -0.2 0.4 -0.447
C -2.3784 -1.8703 -3.6812 -1.1 -0.7 0.4 -0.811
C -1.1031 -2.4090 -3.1193 1.5 1.3 1.2 -0.761
C -0.2715 -1.6853 -2.3322 -1.9 -0.7 -0.5 -1.027
C -0.6841 -0.3416 -1.8123 0.2 0.7 0.1 3.295
C -1.0985 0.8031 -2.7683 0.0 0.1 -0.7 -0.352
H -4.4282 -1.7106 -3.0290 0.3 0.4 0.1 0.514
H -2.2239 -1.1151 -4.4695 -0.1 -0.4 0.2 0.308
H -3.3590 -1.8195 -1.6762 0.2 -0.1 -0.2 0.178
H -0.6320 0.7171 -3.7653 0.0 0.0 0.4 0.232
H -2.8829 2.0583 -3.2196 0.1 -0.5 1.0 0.405
H -4.5043 0.5429 -2.1026 0.4 -0.2 -1.2 0.367
H -0.6952 1.7258 -2.3071 -0.3 -0.2 -0.4 0.212
H -1.5360 -0.4573 -1.1489 0.1 -0.1 0.1 -1.079
H 0.6144 -2.0736 -1.8612 0.3 -0.5 -0.2 0.497
H 0.1843 0.0308 -1.2089 -0.6 -0.1 -0.2 -1.249
H -2.8280 -2.7836 -4.0987 -0.1 0.6 -0.5 0.447
H -0.8929 -3.4439 -3.3357 0.3 -0.1 -0.1 0.451
P 2.4834 0.2893 -2.2691 1.5 0.4 -1.6 1.242
P 4.0007 -0.3253 0.3085 2.3 -1.6 -0.7 0.309
C 4.3432 0.1029 -2.5067 -0.3 -0.1 0.2 -1.139
C 5.0849 0.1460 -1.1797 -0.4 0.9 0.0 -1.009
H 4.6757 0.9337 -3.1499 -0.1 -0.4 0.0 0.486
H 4.5216 -0.8401 -3.0533 0.0 0.3 0.4 0.476
H 5.9491 -0.5363 -1.2382 -0.4 0.3 0.5 0.509
H 5.4665 1.1620 -0.9891 0.0 -0.3 0.0 0.482
C 5.5231 -0.5460 1.3548 -0.4 0.2 0.6 -1.199
H 5.2318 -1.1253 2.2404 0.3 0.3 0.0 0.399
H 5.8978 0.4462 1.6422 0.0 -0.4 0.1 0.380
H 6.3230 -1.0870 0.8183 -0.5 0.2 0.2 0.374
C 3.9385 -2.1406 -0.1770 -0.6 0.2 0.3 -1.041
H 4.9026 -2.4533 -0.6317 -0.6 0.3 0.3 0.364
H 3.1037 -2.3277 -0.8767 0.4 -0.1 0.3 0.233
H 3.7785 -2.6969 0.7643 0.0 0.0 -0.5 0.428
C 2.4525 2.0814 -2.7444 -0.4 0.1 0.3 -1.632
H 1.4913 2.4979 -2.4211 0.2 0.2 -0.2 0.295
H 2.5608 2.1771 -3.8348 0.0 0.0 0.4 0.431
H 3.2685 2.6299 -2.2547 -0.3 -0.1 0.0 0.412
C 2.1555 -0.4028 -3.9490 -0.6 -0.3 -0.7 -1.495
H 3.1158 -0.4806 -4.4981 -0.7 0.2 0.2 0.500
H 1.4760 0.2612 -4.5121 0.2 -0.4 0.2 0.374
H 1.6896 -1.3985 -3.9100 0.2 0.4 -0.1 0.323
O -1.4062 3.1108 0.1386 2.5 -3.4 1.6 -0.457
N -0.7264 2.1901 0.5232 -0.8 3.1 0.8 0.573
O 0.0947 2.4419 1.7780 -0.6 -0.5 -2.3 -0.676
```
Forces are in eV/Å.

---

Entry from the OMol25 dataset: a structure of composition C31H34IrN6O4S2Si (ωB97M-V/def2-TZVPD).

Values from the calculation:
Energy relative to the best compared isomer or geometry (same formula, charge and spin) ... 37.4 kcal per mole
Charge ... -1
HOMO energy ... -5.19 eV
Kohn-Sham gap ... 7.15 eV
Calculated total energy ... -3021.3931 Ha

Structure (XYZ):
```
79
Properties=species:S:1:pos:R:3:forces:R:3:mulliken_charge:R:1
Ir 0.1312 -1.5929 -1.3119 0.0 0.1 -0.1 1.327
O -1.4024 -0.9414 -0.1716 0.0 0.0 0.0 -0.201
N -2.3645 -1.7592 0.0384 0.0 0.0 0.0 -0.555
N -2.2929 -2.8634 -0.5807 0.0 0.0 0.0 1.094
O -1.3536 -3.1548 -1.4596 0.0 0.0 0.0 -0.865
C -3.3410 -3.8220 -0.3867 0.0 0.0 0.0 0.459
C -4.2157 -3.7030 0.6854 0.0 0.0 0.0 -0.349
C -5.2165 -4.6472 0.8371 0.0 0.0 0.0 -0.541
C -5.3381 -5.6992 -0.0619 0.0 0.0 0.0 -0.492
C -4.4489 -5.8057 -1.1198 0.0 0.0 0.0 -0.489
C -3.4415 -4.8671 -1.2898 0.0 0.0 0.0 -0.633
H -4.1034 -2.8878 1.3842 0.0 0.0 0.0 0.431
H -5.9007 -4.5640 1.6714 0.0 0.0 0.0 0.360
H -6.1199 -6.4360 0.0679 0.0 0.0 0.0 0.366
H -4.5332 -6.6251 -1.8215 0.0 0.0 0.0 0.366
H -2.7360 -4.9307 -2.1042 0.0 0.0 0.0 0.419
C 1.3560 0.0648 -1.2601 0.1 0.0 0.0 -1.144
Si 1.3136 1.5637 -0.1661 0.0 0.0 0.0 -0.635
C -0.2019 2.6842 -0.3927 -0.1 0.0 0.0 -0.928
N -1.5564 2.1646 -0.2385 0.1 -0.1 0.0 0.553
C -2.5542 3.0464 -0.8193 0.0 0.0 0.0 -0.972
C -2.6400 4.4057 -0.1026 0.0 0.0 0.0 -0.643
C -2.4540 4.2213 1.4170 0.0 0.0 0.0 -0.596
C -2.8417 2.8025 1.8223 0.0 0.0 0.0 -1.032
C -1.9345 1.7765 1.1257 0.0 0.0 0.0 0.654
C 1.7737 1.2750 1.6403 0.0 0.0 0.0 1.352
C 1.4308 2.1699 2.6571 0.0 0.0 0.0 -0.164
C 1.9089 2.0161 3.9522 0.0 0.0 0.0 -0.738
C 2.7523 0.9563 4.2566 0.0 0.0 0.0 -0.674
C 3.1129 0.0584 3.2613 0.0 0.0 0.0 -0.528
C 2.6329 0.2237 1.9688 0.0 0.0 0.0 -0.685
C 2.6848 2.7323 -0.7813 0.0 0.0 0.0 0.508
C 2.8870 2.9268 -2.1522 0.0 0.0 0.0 -0.552
C 3.8557 3.7981 -2.6292 0.0 0.0 0.0 -0.762
C 4.6512 4.5064 -1.7393 0.0 0.0 0.0 -0.433
C 4.4736 4.3296 -0.3756 0.0 0.0 0.0 -0.755
C 3.5039 3.4513 0.0923 0.0 0.0 0.0 -0.147
H 2.3960 -0.2894 -1.2321 0.0 0.0 0.0 0.510
H 1.2663 0.4810 -2.2786 0.0 0.0 0.0 0.472
H -0.0804 2.9681 -1.4477 0.0 0.0 0.0 0.642
H -0.0295 3.6231 0.1660 0.1 0.0 0.0 0.250
H -3.5215 2.5375 -0.7685 0.0 0.0 0.0 0.416
H -2.3339 3.1844 -1.8804 0.0 0.0 0.0 0.454
H -3.6070 4.8679 -0.3220 0.0 0.0 0.0 0.442
H -1.8767 5.0828 -0.4909 0.0 0.0 0.0 0.275
H -3.0391 4.9595 1.9691 0.0 0.0 0.0 0.473
H -1.4075 4.3894 1.6881 0.0 0.0 0.0 0.124
H -3.8890 2.6302 1.5545 0.0 0.0 0.0 0.380
H -2.7759 2.6646 2.9046 0.0 0.0 0.0 0.469
H -2.4171 0.7958 1.1100 0.0 0.0 0.0 -0.241
H -1.0198 1.6591 1.7073 0.0 0.0 0.0 -0.525
H 0.7870 3.0162 2.4364 0.0 0.0 0.0 0.353
H 1.6266 2.7255 4.7212 0.0 0.0 0.0 0.410
H 3.1249 0.8292 5.2658 0.0 0.0 0.0 0.337
H 3.7560 -0.7817 3.4892 0.0 0.0 0.0 0.381
H 2.9236 -0.4905 1.2062 0.0 0.0 0.0 0.477
H 2.2916 2.3746 -2.8707 0.0 0.0 0.0 0.337
H 3.9961 3.9145 -3.6968 0.0 0.0 0.0 0.406
H 5.4116 5.1841 -2.1080 0.0 0.0 0.0 0.357
H 5.0960 4.8700 0.3278 0.0 0.0 0.0 0.392
H 3.3939 3.3162 1.1625 0.0 0.0 0.0 0.241
C -0.3283 -1.1874 3.3000 0.0 0.0 0.0 -0.903
O 0.0473 -1.5383 1.9687 0.0 0.0 0.0 0.043
C 0.9418 -2.4932 1.7837 0.0 0.0 0.0 0.567
S 1.6434 -3.3867 2.9831 0.0 0.0 0.0 -0.301
S 1.3839 -2.7680 0.1353 0.0 0.0 0.1 -0.664
H 0.5320 -0.7925 3.8393 0.0 0.0 0.0 0.287
H -0.7196 -2.0563 3.8281 0.0 0.0 0.0 0.382
H -1.0922 -0.4229 3.1786 0.0 0.0 0.0 0.117
N 0.9541 -4.3358 -2.8398 0.0 0.0 0.0 -0.241
C 1.6174 -3.2637 -3.3165 0.0 0.0 0.0 0.966
O 1.4866 -2.1132 -2.7748 -0.1 0.0 0.0 -0.636
C 2.4671 -3.4155 -4.4344 0.0 0.0 -0.1 0.109
C 2.5969 -4.6897 -5.0262 0.0 0.0 0.0 -0.055
N 2.6391 -5.7633 -5.4553 0.0 0.0 0.0 -0.641
C 3.1410 -2.2974 -4.9795 0.0 0.0 0.1 0.079
N 3.6861 -1.3835 -5.4266 0.0 0.0 0.0 -0.645
H 0.3535 -4.2392 -2.0373 0.0 0.0 0.0 0.093
H 1.1000 -5.2396 -3.2530 0.0 0.0 0.0 0.237
```
Forces are in eV/Å.